Record 1
20
Properties=species:S:1:pos:R:3:lowdin_charge:R:1 method="wB97M-V/def2-TZVPD" orbital_gap_ev=7.95 homo_energy_ev=-8.9 relative_energy_kcal_mol=253.65
H -0.483 0.771 2.944 0.096
N 1.782 0.945 0.534 0.009
C -0.982 0.282 0.909 -0.181
H -0.410 -0.099 -2.291 0.086
H 1.241 -0.060 -1.420 0.128
H 3.199 0.871 -0.629 0.220
N -0.519 1.245 1.984 0.018
H -2.155 0.248 0.779 0.166
H 0.705 -1.754 0.706 0.153
C -0.451 -1.527 -0.789 -0.184
H 0.378 1.515 2.048 -0.041
H 2.145 -0.074 1.674 0.226
C -0.531 0.892 -0.590 -0.162
C 0.974 0.246 -0.338 -0.513
C -1.078 -0.241 -1.473 -0.176
H -1.352 -2.370 -0.662 0.171
H 0.387 -1.759 -1.401 0.075
C 0.106 -0.798 0.428 -0.292
H -0.857 1.890 -0.844 0.125
H -2.099 -0.222 -1.568 0.078

Record 2
51
Properties=species:S:1:pos:R:3:lowdin_charge:R:1 method="wB97M-V/def2-TZVPD" smiles="CCOc1cc(S(=O)(=O)NC2CC(C)(C)NC(C)(C)C2)ccc1Cl" orbital_gap_ev=9.28 homo_energy_ev=-8.8 relative_energy_kcal_mol=0.00
H 3.072 -0.206 2.132 0.066
H 2.831 -2.138 0.166 0.133
O -1.229 -3.526 0.412 -0.287
H 2.574 2.895 1.435 0.085
C 0.997 0.648 -0.690 -0.082
H 4.533 -1.126 1.815 0.084
H 0.839 2.799 1.129 0.082
H 2.627 3.678 -0.967 0.080
H -7.423 -0.881 -1.450 0.080
H 4.077 1.810 -0.232 0.126
S -0.656 -2.311 0.914 0.658
O 0.118 -2.348 2.123 -0.284
C -1.792 -0.040 1.983 -0.065
H -6.569 0.038 -2.690 0.080
H 1.166 -0.558 1.095 0.111
H -2.687 1.773 2.715 0.110
C 3.733 -0.178 0.041 -0.557
H -0.003 1.009 -0.448 0.123
C -5.296 -1.191 -1.469 -0.244
C 3.993 -0.217 1.558 -0.025
C 5.038 -0.563 -0.673 -0.043
C -3.001 -1.146 0.210 0.010
H 1.681 1.433 1.850 0.060
H 2.229 2.559 -2.270 0.082
H 2.683 -1.358 -1.422 0.129
H -5.337 -2.150 -0.937 0.130
C 2.643 -1.191 -0.343 -0.080
H 4.923 -0.437 -1.746 0.082
O -5.082 -0.136 -0.545 -0.076
C 2.044 1.699 -0.295 -0.560
H -4.472 -1.224 -2.193 0.129
H 1.051 0.482 -1.767 0.128
H -3.042 -1.988 -0.460 0.111
H 5.298 -1.597 -0.463 0.082
C 1.768 2.233 1.123 -0.026
C -1.930 -1.069 1.078 -0.272
H 0.939 3.277 -1.295 0.083
H 4.599 0.636 1.857 0.085
C 1.250 -0.684 0.013 -0.364
C -2.761 0.952 2.020 -0.083
N 3.368 1.130 -0.481 0.046
C -6.614 -0.917 -2.175 -0.059
Cl -5.045 2.115 1.194 0.733
H -6.816 -1.704 -2.896 0.077
H -0.949 -0.030 2.654 0.113
H 5.854 0.074 -0.339 0.081
N 0.214 -1.639 -0.330 -0.085
C -3.989 -0.166 0.239 -0.283
C 1.951 2.882 -1.271 -0.042
H 0.435 -2.288 -1.066 0.117
C -3.839 0.889 1.157 -0.579

Record 3
21
Properties=species:S:1:pos:R:3:lowdin_charge:R:1 method="wB97M-V/def2-TZVPD" smiles="C=C[C@@H](C)CC(=O)OC" orbital_gap_ev=10.56 homo_energy_ev=-9.6 relative_energy_kcal_mol=27.23
C -2.155 -1.088 0.445 0.028
C -0.061 1.168 0.203 -0.513
C -0.944 -1.002 -0.087 -0.166
H -0.329 2.828 -2.517 0.089
C -0.040 2.852 -1.468 -0.050
H 1.850 0.206 0.038 0.118
H -0.863 3.262 -0.871 0.091
C 0.355 -1.170 0.790 -0.342
H -0.784 -1.143 -1.149 0.114
H 0.858 3.459 -1.341 0.095
O 0.238 1.513 -1.081 -0.063
H 0.037 -1.399 1.809 0.135
H 0.739 -3.223 0.247 0.080
C 1.252 -2.263 0.228 -0.073
O -0.830 1.786 0.914 0.095
H 2.161 -2.336 0.824 0.081
C 1.021 0.213 0.742 -0.055
H -3.035 -1.271 -0.154 0.059
H -2.317 -0.894 1.494 0.071
H 1.532 -2.043 -0.800 0.081
H 1.317 0.547 1.733 0.126

What did the third record say?
21
Properties=species:S:1:pos:R:3:lowdin_charge:R:1 method="wB97M-V/def2-TZVPD" smiles="C=C[C@@H](C)CC(=O)OC" orbital_gap_ev=10.56 homo_energy_ev=-9.6 relative_energy_kcal_mol=27.23
C -2.155 -1.088 0.445 0.028
C -0.061 1.168 0.203 -0.513
C -0.944 -1.002 -0.087 -0.166
H -0.329 2.828 -2.517 0.089
C -0.040 2.852 -1.468 -0.050
H 1.850 0.206 0.038 0.118
H -0.863 3.262 -0.871 0.091
C 0.355 -1.170 0.790 -0.342
H -0.784 -1.143 -1.149 0.114
H 0.858 3.459 -1.341 0.095
O 0.238 1.513 -1.081 -0.063
H 0.037 -1.399 1.809 0.135
H 0.739 -3.223 0.247 0.080
C 1.252 -2.263 0.228 -0.073
O -0.830 1.786 0.914 0.095
H 2.161 -2.336 0.824 0.081
C 1.021 0.213 0.742 -0.055
H -3.035 -1.271 -0.154 0.059
H -2.317 -0.894 1.494 0.071
H 1.532 -2.043 -0.800 0.081
H 1.317 0.547 1.733 0.126